ORCA calculation (wB97M-V/def2-TZVPD) on a molecular structure, C6H11FO3P.

Last column: natural (NBO) charge in e.
Cartesian coordinates (Å):
1 C 1.956 0.593 -0.128  0.728
2 C 0.483 -2.054 1.304  -0.603
3 C -1.921 0.131 -0.698  -1.043
4 C -0.617 2.537 -0.273  -1.011
5 C 0.875 -1.785 -0.107  -0.456
6 C 0.720 -0.315 -0.483  -0.046
7 O 1.537 1.593 0.504  -0.742
8 O 3.099 0.254 -0.390  -0.712
9 O -0.915 0.683 1.722  -1.143
10 F 0.569 -0.306 -1.857  -0.384
11 P -0.568 0.830 0.296  1.974
12 H -0.704 -1.873 1.403  0.214
13 H 1.053 -1.602 2.007  0.219
14 H 0.420 -3.159 1.432  0.190
15 H -1.742 -0.992 -0.478  0.214
16 H -2.964 0.443 -0.637  0.221
17 H -1.663 0.410 -1.737  0.224
18 H -0.177 3.098 0.632  0.262
19 H -0.152 2.730 -1.176  0.231
20 H -1.650 3.047 -0.029  0.214
21 H 2.022 -1.914 -0.359  0.238
22 H 0.341 -2.350 -0.948  0.209

Computed properties:
- net charge = -1
- frontier orbital gap (Eh) = 0.320
- HOMO (hartree) = -0.18163
- energy relative to the best compared isomer or geometry (same formula, charge and spin) (kJ/mol) = 16.50
- E (Eh) = -902.209712
- lowest unoccupied orbital energy (hartree) = 0.1381



ORCA calculation (wB97M-V/def2-TZVPD) on 3 unconnected molecules or ions with the total composition C4H16NO2.

Last column: Löwdin spin population.
Cartesian coordinates (Å):
1 C 0.720 -0.269 -1.434  0.155
2 C -0.533 -0.665 -0.697  0.239
3 C -1.598 0.480 -0.353  0.210
4 C -2.789 0.016 0.450  0.084
5 N -0.094 -1.248 0.683  0.009
6 H 1.658 -0.616 -0.987  0.003
7 H 0.583 -0.926 -2.328  0.077
8 H 0.603 0.726 -1.924  0.040
9 H -1.064 -1.418 -1.395  0.067
10 H -1.950 0.812 -1.335  0.000
11 H -0.929 1.215 0.160  0.033
12 H -3.289 0.972 0.524  0.044
13 H -2.476 -0.336 1.486  0.001
14 H -3.442 -0.776 0.094  0.010
15 H -0.842 -1.919 0.892  0.001
16 H -0.100 -0.453 1.379  0.003
17 H 0.785 -1.761 0.647  0.002
18 H 1.077 0.600 2.841  0.000
19 H 1.825 1.180 1.555  0.000
20 O 1.018 0.755 1.890  0.011
21 H 3.476 1.979 -0.812  0.000
22 H 4.111 0.606 -0.649  0.000
23 O 3.252 1.047 -0.687  0.010

Computed properties:
- spin multiplicity = 2
- net charge = +2
- frontier orbital gap (spin up / spin down) (Eh) = 0.429 / 0.146
- HOMO (spin up / spin down) (hartree) = -0.68466 / -0.68318
- energy relative to the best compared isomer or geometry (same formula, charge and spin) (kJ/mol) = 147.61
- E (Eh) = -366.430001
- lowest unoccupied orbital energy (spin up / spin down) (hartree) = -0.2553 / -0.5371



ORCA calculation (wB97M-V/def2-TZVPD) on a molecular structure, C2HHgLiO2.

Last column: Löwdin spin population.
Cartesian coordinates (Å):
1 O -1.739 -0.185 -0.130  0.316
2 C -0.590 0.173 -0.571  0.240
3 Hg -3.842 0.298 -0.578  0.365
4 Li -0.636 -1.627 1.019  0.007
5 H -0.625 0.545 -1.626  0.051
6 C 2.122 1.275 -0.160  0.017
7 O 3.079 0.819 0.245  0.004

Computed properties:
- spin multiplicity = 2
- net charge = +1
- frontier orbital gap (spin up / spin down) (Eh) = 0.296 / 0.220
- HOMO (spin up / spin down) (hartree) = -0.46906 / -0.46132
- energy relative to the best compared isomer or geometry (same formula, charge and spin) (kJ/mol) = 15.66
- E (Eh) = -387.895017
- lowest unoccupied orbital energy (spin up / spin down) (hartree) = -0.1729 / -0.2417



ORCA calculation (wB97M-V/def2-TZVPD) on 5 unconnected molecules or ions with the total composition C20H35Cl12N6O4Si.

Last column: Löwdin charge in e.
Cartesian coordinates (Å):
1 C -5.171 -0.459 1.350  -0.096
2 C -4.547 -1.752 1.912  -0.246
3 C -3.407 -1.446 2.897  -0.164
4 C -2.274 -2.513 2.875  -0.082
5 N -0.997 -1.890 2.551  0.035
6 C -0.308 -1.114 3.387  -0.314
7 N -0.708 -0.814 4.694  0.202
8 C -1.116 0.353 4.779  -0.411
9 O -1.367 1.459 4.790  0.234
10 N 0.805 -0.636 2.857  0.242
11 C 0.833 -1.154 1.606  -0.234
12 N 1.823 -0.877 0.759  -0.071
13 N 1.960 -1.381 -0.534  0.129
14 C 2.868 0.059 1.245  -0.107
15 C 3.891 0.362 0.180  -0.271
16 O 3.270 1.140 -0.822  -0.208
17 Si 4.157 1.477 -2.211  0.431
18 C 2.962 1.212 -3.646  -0.164
19 C 4.780 3.234 -2.311  -0.170
20 C 5.606 0.326 -2.503  -0.159
21 N -0.255 -1.948 1.391  0.062
22 C -0.743 -2.727 0.261  -0.086
23 C -0.342 -4.218 0.387  -0.133
24 C 0.646 -4.709 -0.675  -0.101
25 C 0.297 -4.261 -2.060  -0.542
26 O 0.956 -3.477 -2.701  0.111
27 O -0.858 -4.769 -2.529  0.128
28 H -5.037 0.360 2.054  0.074
29 H -6.233 -0.593 1.161  0.074
30 H -4.724 -0.172 0.399  0.071
31 H -5.356 -2.262 2.435  0.109
32 H -4.233 -2.382 1.079  0.095
33 H -2.965 -0.504 2.568  0.109
34 H -3.825 -1.324 3.893  0.121
35 H -2.567 -3.237 2.120  0.107
36 H -2.215 -3.058 3.813  0.136
37 H 2.005 -2.389 -0.560  0.079
38 H 1.264 -1.009 -1.165  0.109
39 H 2.404 0.992 1.562  0.127
40 H 3.322 -0.361 2.143  0.126
41 H 4.309 -0.579 -0.180  0.110
42 H 4.677 0.940 0.676  0.132
43 H 3.194 1.837 -4.504  0.006
44 H 2.958 0.154 -3.910  0.032
45 H 1.958 1.462 -3.292  -0.006
46 H 5.222 3.346 -3.305  0.023
47 H 4.000 3.990 -2.236  0.014
48 H 5.601 3.412 -1.616  0.034
49 H 6.161 0.662 -3.378  0.042
50 H 5.253 -0.678 -2.754  0.035
51 H 6.281 0.219 -1.653  0.033
52 H -1.829 -2.692 0.227  0.119
53 H -0.407 -2.273 -0.662  0.112
54 H 0.070 -4.427 1.373  0.125
55 H -1.235 -4.838 0.320  0.118
56 H 0.610 -5.801 -0.666  0.138
57 H 1.683 -4.465 -0.456  0.120
58 H -1.156 -4.178 -3.236  0.139
59 C 1.433 4.650 -4.957  -1.559
60 Cl 1.053 5.242 -3.337  0.526
61 Cl 0.601 5.603 -6.177  0.525
62 Cl 3.178 4.646 -5.223  0.561
63 H 1.082 3.630 -5.030  -0.061
64 C -2.088 2.096 -5.326  -1.513
65 Cl -1.884 3.394 -6.503  0.542
66 Cl -0.519 1.496 -4.761  0.548
67 Cl -3.067 2.631 -3.961  0.496
68 H -2.597 1.276 -5.815  0.012
69 C -2.226 0.422 8.918  -1.512
70 Cl -1.536 1.642 9.975  0.560
71 Cl -3.897 0.803 8.512  0.542
72 Cl -1.251 0.259 7.440  0.627
73 H -2.208 -0.529 9.433  0.016
74 C -3.662 4.641 -0.575  -1.539
75 Cl -2.067 3.979 -0.200  0.507
76 Cl -3.516 6.186 -1.404  0.550
77 Cl -4.595 3.497 -1.546  0.481
78 H -4.189 4.802 0.355  0.011

Computed properties:
- net charge = +1
- frontier orbital gap (Eh) = 0.348
- HOMO (hartree) = -0.43664
- E (Eh) = -7224.161717
- lowest unoccupied orbital energy (hartree) = -0.0885



ORCA calculation (wB97M-V/def2-TZVPD) on 2 unconnected molecules or ions with the total composition C3H9NO3P.

Last column: natural (NBO) charge in e.
Cartesian coordinates (Å):
1 C 0.458 -0.100 1.881  -0.676
2 C -1.030 1.158 0.235  -0.256
3 C 0.288 0.609 0.600  -0.418
4 N -2.169 0.291 0.054  -0.858
5 O 2.405 -1.086 -1.850  -1.025
6 O 0.205 -2.448 -1.090  -1.122
7 O 0.162 -0.608 -2.955  -1.150
8 P 0.736 -1.176 -1.664  2.211
9 H -0.473 -0.185 2.544  0.181
10 H 1.206 0.358 2.499  0.189
11 H 0.804 -1.146 1.718  0.228
12 H -0.755 1.622 -0.768  0.198
13 H -1.347 1.974 1.057  0.119
14 H 0.929 1.429 0.584  0.167
15 H -2.349 0.059 -0.901  0.361
16 H 2.666 -0.182 -2.261  0.496
17 H -1.736 -0.567 0.316  0.356

Computed properties:
- net charge = -1
- frontier orbital gap (spin up / spin down) (Eh) = 0.259 / 0.259
- HOMO (spin up / spin down) (hartree) = -0.12162 / -0.12179
- energy relative to the best compared isomer or geometry (same formula, charge and spin) (kJ/mol) = 307.98
- E (Eh) = -741.574285
- lowest unoccupied orbital energy (spin up / spin down) (hartree) = 0.1374 / 0.1374



ORCA calculation (wB97M-V/def2-TZVPD) on 2 unconnected molecules or ions with the total composition C3H5I3.

Last column: natural (NBO) charge in e.
Cartesian coordinates (Å):
1 C -1.726 0.756 0.358  -0.556
2 C 0.882 -0.860 -0.574  -0.597
3 C 0.763 0.334 0.282  -0.299
4 I -2.802 -1.030 0.199  0.154
5 I 2.736 -1.865 -0.184  0.083
6 I 1.686 2.121 -0.200  0.161
7 H -1.697 1.370 -0.624  0.237
8 H -1.635 1.053 1.346  0.191
9 H 0.082 -1.385 -0.227  0.231
10 H 0.746 -0.607 -1.631  0.234
11 H 0.966 0.113 1.253  0.162

Computed properties:
- frontier orbital gap (spin up / spin down) (Eh) = 0.279 / 0.283
- HOMO (spin up / spin down) (hartree) = -0.30904 / -0.30450
- energy relative to the best compared isomer or geometry (same formula, charge and spin) (kJ/mol) = 174.81
- E (Eh) = -1010.249777
- lowest unoccupied orbital energy (spin up / spin down) (hartree) = -0.0301 / -0.0211



Which of these has the highest E?
C4H16NO2